Entry from OMol25: a 4-piece molecular cluster, C3H11NO5S overall (the ωB97M-V functional and the def2-TZVPD basis).

XYZ file:
```
21
C3H11NO5S the ωB97M-V functional and the def2-TZVPD basis
O 0.18767 0.01987 -1.57667
C 0.91491 -0.10974 -0.56078
O 1.60689 -1.12422 -0.34157
C 0.74649 0.90980 0.59948
C 2.06480 1.67939 1.03401
S 2.25983 1.90714 2.81582
N -0.00386 0.17302 1.70440
H -0.02064 1.67313 0.27830
H 2.93461 1.23853 0.50658
H 1.99198 2.67316 0.81164
H -0.23136 0.80799 2.48747
H 0.69101 -0.41803 2.06781
H -0.12436 -1.73777 -1.87934
H 0.35921 -2.80716 -1.28486
O -0.20801 -2.58960 -1.89130
H -1.29267 0.52796 -2.21665
H -2.55364 1.08320 -1.47974
O -2.23801 0.96106 -2.33004
H -2.77399 -1.21858 0.90373
H -1.72780 -1.79839 0.08192
O -2.58306 -1.85078 0.26978
```

As for the HOMO-LUMO gap (spin up / spin down): 8.46 / 6.17 eV. The LUMO energy (spin up / spin down) is 2.8 / 0.5 eV. Its multiplicity is 2. As for the total charge: -1.